17
Properties=species:S:1:pos:R:3:forces:R:3:mulliken_charge:R:1 method="wB97M-V/def2-TZVPD" relative_energy_ev=2.752 fmax_ev_per_a=3.63 spin_multiplicity=1 mol_weight_g_mol=119.6 e_lumo_ha=0.0336
Cl -2.0662 -2.0892 -1.8745 -0.3486 -0.1830 0.5420 -0.1576
N -0.7533 -1.0313 -2.1752 0.7549 1.4128 2.0242 -0.4090
C 0.8425 0.5776 -1.7837 -0.0612 -0.0835 -0.3627 -1.1149
C 0.9663 0.7071 1.1826 0.0227 0.1181 -0.1867 -1.4198
C -1.0167 -0.8268 1.4501 -0.1311 0.1800 0.0206 -1.3420
C -0.3903 0.3102 0.6795 -0.6751 -1.8807 -3.0285 0.5204
C -0.2645 -0.2732 -1.2350 0.0819 0.3691 0.6876 0.5018
H 1.3980 1.5332 0.6254 0.0561 0.0381 -0.0014 0.3684
H 1.6590 -0.1315 1.1755 0.0586 -0.0652 0.0018 0.3329
H 0.6143 1.6322 -1.6301 0.0695 0.0710 0.0824 0.2860
H -1.0585 1.1554 0.5418 -0.0524 0.0257 -0.0133 0.3078
H 0.8532 1.0382 2.2176 -0.0182 -0.0222 0.0588 0.4085
H -0.3070 -1.6440 1.5687 0.0109 -0.0552 0.0055 0.3087
H -1.9013 -1.2092 0.9482 -0.0363 -0.0016 0.0280 0.3619
H -1.3086 -0.4791 2.4453 0.0320 -0.0475 0.0483 0.3980
H 1.7759 0.3398 -1.2867 0.2034 0.0717 0.1102 0.2862
H 0.9573 0.3906 -2.8496 0.0326 0.0523 -0.0169 0.3627



18
Properties=species:S:1:pos:R:3:forces:R:3:mulliken_charge:R:1 method="wB97M-V/def2-TZVPD" charge=+1 relative_energy_ev=0.000 fmax_ev_per_a=3.25 spin_multiplicity=1 mol_weight_g_mol=133.6 e_lumo_ha=-0.1162
Cl -1.0085 -1.0006 -2.7704 0.1082 -0.2011 0.3026 -0.1410
N -0.2258 0.4281 0.6000 -0.0826 -0.0864 -0.0083 -0.0729
N 1.1515 0.6318 -1.0689 0.1194 -0.0170 -0.1773 -0.1401
C -0.4821 -1.4538 -1.1080 1.4231 2.3192 -0.0983 0.4434
C 1.4590 1.8006 -0.2442 0.3466 0.5732 0.1518 -0.4645
C 0.4682 1.6631 0.9329 0.0979 0.4986 0.3374 -0.4481
C -1.6267 -1.9829 -0.2902 0.0008 -0.0007 -0.0832 -1.4904
C 0.1959 -0.0762 -0.5343 -1.7534 -2.7147 -0.2945 0.0993
H -2.0123 -2.8687 -0.7938 0.0011 0.0147 0.0540 0.3805
H -0.9778 0.0489 1.1534 0.0424 -0.1058 -0.1333 0.2226
H -0.2435 2.4920 0.9877 0.1512 -0.1141 -0.0437 0.3051
H -2.4391 -1.2651 -0.2215 -0.0797 0.0910 0.0261 0.4097
H -1.2937 -2.2824 0.7000 0.0476 -0.0366 0.1487 0.3721
H 0.9658 1.5704 1.9020 -0.0236 0.0250 -0.1901 0.3081
H 1.3014 2.7224 -0.8107 0.0305 -0.1750 0.0647 0.3129
H 2.5004 1.7638 0.0836 -0.1419 0.0163 -0.0436 0.3081
H 1.5896 0.4628 -1.9608 -0.1733 -0.1953 -0.0201 0.2159
H 0.3297 -2.1777 -1.2110 -0.1143 0.1086 0.0070 0.3793



19
Properties=species:S:1:pos:R:3:forces:R:3:mulliken_charge:R:1 method="wB97M-V/def2-TZVPD" relative_energy_ev=3.574 fmax_ev_per_a=4.76 spin_multiplicity=1 mol_weight_g_mol=151.6 e_lumo_ha=0.0275
Cl -0.9388 1.8954 1.0670 0.0620 0.6895 0.4569 -0.2090
O 1.7386 0.2727 1.2801 2.4034 -2.9341 -1.8239 -0.4177
O 0.3745 -0.0800 -1.9826 -0.1661 -0.2947 -0.5354 -0.5896
N 1.5770 0.1007 -0.1280 1.7088 0.3476 1.8597 0.2326
C 0.4427 0.0567 -0.7956 -3.4334 0.7920 1.6613 0.5985
C -2.2454 0.5053 -0.8439 2.0777 -0.4052 0.7286 -1.5741
C -1.3531 -0.7281 1.1955 -3.6153 -1.1143 2.3178 -1.1909
C 2.8651 -0.3276 -0.5814 2.7282 -0.6958 -2.1508 -0.8557
C -1.1927 0.3529 0.2549 3.0668 0.8253 -3.5410 0.7339
H -1.8994 1.2076 -1.5755 0.2463 -0.0565 -0.6635 0.3455
H 3.5148 0.4014 -1.2220 -1.6718 -0.6624 1.0840 0.2535
H -2.4290 -0.4716 -1.1885 0.2813 -1.2638 -1.2854 0.3861
H -1.5358 -1.6857 0.6874 0.7504 0.1239 0.1346 0.3288
H 1.0936 0.7993 1.6188 -3.3388 2.8197 1.0690 0.2823
H -3.2054 0.7819 -0.5776 -1.8037 1.0996 1.4909 0.4778
H -0.6985 -0.7781 2.0915 -0.1590 -0.0479 -1.0001 0.2634
H 2.8503 -1.2710 -1.2453 -0.3875 1.3120 1.2703 0.2708
H 3.4869 -0.4927 0.3297 -0.6603 -0.1829 -0.8225 0.3348
H -2.4456 -0.5393 1.6155 1.9108 -0.3521 -0.2508 0.3289



18
Properties=species:S:1:pos:R:3:forces:R:3:mulliken_charge:R:1 method="wB97M-V/def2-TZVPD" relative_energy_ev=3.320 fmax_ev_per_a=5.20 spin_multiplicity=1 mol_weight_g_mol=151.7 e_lumo_ha=0.0243
Cl -2.7575 -1.4712 -1.1640 0.3063 0.3321 -0.0441 -0.1585
S -4.3767 2.0438 0.2782 1.1629 2.4835 -2.5192 -0.2287
N -0.8950 0.2539 -0.4929 1.7326 -0.5443 0.0129 0.1957
C 0.0483 0.2579 0.2492 -0.3518 0.1662 0.8135 -0.6139
C 2.2162 0.3551 1.3841 -0.0744 -2.6887 -0.8707 -1.2298
C 1.5029 -0.0002 0.0690 0.1683 0.3346 -0.2641 0.6824
C 1.7043 -1.4854 -0.3708 -4.7196 2.1891 -0.0807 -1.4962
C -1.8697 0.0432 -1.2501 -0.7521 -1.5464 0.2583 -0.4356
H 2.6343 -1.7498 -0.5245 5.0957 -0.8242 -0.6517 0.5250
H 1.3467 -2.1203 0.4160 -0.5770 -0.4549 0.2842 0.3506
H 1.6625 -0.2988 2.0927 0.8059 1.0060 0.3579 0.3260
H 2.2672 1.3858 1.5606 -0.7534 1.4616 0.6513 0.3684
H -4.0996 0.9146 0.7326 0.5108 -2.8302 1.2839 0.1309
H -2.3891 0.8403 -1.6476 -0.8655 1.1582 -1.2419 0.5889
H -3.2479 1.8962 -0.6171 -1.9487 0.6242 1.5114 0.0646
H 3.2649 0.0792 1.3119 0.1517 -0.5036 0.1190 0.3372
H 1.8028 0.7274 -0.6952 0.1969 -0.3481 -0.3144 0.2555
H 1.1854 -1.6716 -1.3321 -0.0884 -0.0152 0.6943 0.3374